Entry from the Open Molecules 2025 dataset: a molecular structure, C2H8N3O2PS at a distorted geometry (wB97M-V/def2-TZVPD).

Each line ends with the natural charge from an NBO analysis.
Atoms and positions in Å:
1 C 2.419 -0.204 0.900  0.076
2 C 1.980 -1.303 -0.012  -0.164
3 N 2.577 0.941 0.409  -0.542
4 N -1.333 0.482 -1.343  -1.182
5 N -3.033 0.893 0.462  -1.221
6 O -1.296 -0.951 0.960  -1.112
7 O 1.385 -0.661 -1.093  -0.678
8 P -1.536 0.325 0.346  2.045
9 S 1.688 1.044 -0.971  0.686
10 H 2.778 -0.419 1.856  0.196
11 H -0.669 1.256 0.897  -0.159
12 H 2.729 -2.049 -0.440  0.195
13 H 1.162 -2.058 0.232  0.239
14 H -1.162 1.498 -1.505  0.389
15 H -0.518 -0.092 -1.528  0.407
16 H -3.569 0.558 1.233  0.406
17 H -3.603 0.738 -0.401  0.417

Force components x, y, z for each atom (eV/Å):
1.2 -1.7 0.0
-1.6 -3.1 -0.8
-1.3 0.8 0.2
-0.2 0.7 1.2
-2.7 0.8 -1.4
0.7 -2.6 0.8
-0.5 2.3 -1.5
0.8 1.3 -1.9
0.8 -0.5 -1.3
0.7 -0.3 1.5
0.0 0.5 0.2
0.3 1.4 0.9
0.9 1.2 1.2
0.1 -1.2 -0.3
0.1 0.2 -0.6
-0.2 0.0 0.8
0.9 0.3 1.0

## Properties
Maximum force ... 0.0693 hartree/bohr
Gap between HOMO and LUMO ... 8.91 eV
HOMO energy ... -8.460 eV
E_LUMO ... 0.45 eV
Multiplicity ... 1
Calculated total energy ... -30892.38769 eV